1.
Entry from OMol25: a 2-piece molecular cluster, C4H8BrOP overall (the ωB97M-V functional and the def2-TZVPD basis).

Output
- LUMO energy (spin up / spin down): -1.24 / -0.02 eV
- Highest occupied orbital energy (spin up / spin down): -8.983 / -8.197 eV
- Total charge: 0
- ΔE to the lowest compared entry with this formula, charge and spin: 4.380 eV

Positions of all 15 atoms, in Å:
C (-2.282524, 0.541692, -2.098415)
C (-1.391360, -0.343398, -1.638448)
C (2.683980, -0.345809, 3.121865)
C (-0.186459, 0.106727, -0.852284)
O (0.138995, 1.345248, -1.478051)
P (-0.712573, 0.157768, 0.923542)
Br (-0.750862, -1.971385, 1.111654)
H (-3.130602, 0.340493, -2.797931)
H (-2.269706, 1.584481, -1.959304)
H (-1.365341, -1.494511, -1.967334)
H (2.532288, 0.610940, 3.490753)
H (3.553945, -0.944620, 3.114559)
H (1.737388, -0.880181, 2.788194)
H (0.803514, -0.452153, -1.015023)
H (0.639317, 1.744706, -0.743777)

Atoms 1-2, force components in eV/Å:
C -1.0 -1.5 -1.2
C 0.0 -2.7 -1.6

---

2.
Entry from OMol25: a 14-piece molecular cluster, CH28O15 overall (the ωB97M-V functional and the def2-TZVPD basis).

Output
- LUMO energy (spin up / spin down): -3.16 / -10.51 eV
- Highest occupied orbital energy (spin up / spin down): -13.863 / -13.853 eV
- Total charge: +1
- Expectation value of S²: 0.756
- Multiplicity: 2

Positions of all 44 atoms, in Å:
O (-1.741462, -1.058493, 0.935664)
C (-0.798624, -1.687312, 1.557409)
O (-0.260757, -1.253389, 2.572260)
H (-0.641006, -2.710281, 1.214840)
H (0.904876, 2.989407, 2.950632)
H (0.350043, -2.671100, -3.247080)
H (0.344207, -1.466936, -4.284683)
O (-0.144044, -1.900175, -3.574957)
H (-1.941522, 1.734601, 2.020572)
H (-2.013207, -0.114377, 1.227267)
O (-2.315013, 1.488566, 1.151432)
H (-2.953307, -0.212297, -2.915486)
H (-3.409519, 0.549564, -1.738146)
O (-2.881310, 0.661289, -2.536431)
H (-0.409171, 3.778215, 0.149513)
H (-1.857318, 2.075528, 0.523900)
O (-0.509466, 2.830798, 0.334174)
H (-0.144499, -0.718430, -2.333631)
H (-1.163333, 0.460008, -1.823461)
O (-0.212984, 0.166701, -1.902527)
H (1.764156, -1.602538, 0.506117)
H (0.852998, -1.015495, -0.736758)
O (1.091019, -1.788505, -0.199427)
H (0.185008, 2.403827, -0.223204)
H (0.575542, 1.571312, -1.666204)
O (1.341081, 2.197970, -1.487265)
H (1.834595, 1.518277, -0.932598)
H (1.317357, 2.093965, 1.989294)
O (1.762656, 2.699860, 2.598420)
H (-1.364536, 0.715987, 4.393116)
H (-0.432733, 0.519055, 3.154528)
O (-0.950573, 1.174380, 3.647156)
H (2.996198, 0.647834, 0.901420)
H (3.439155, 2.064636, 0.487079)
O (3.188011, 1.195672, 0.127661)
H (1.721602, -3.402163, -1.506448)
H (2.974060, -2.987354, -2.383025)
O (2.018091, -3.138958, -2.385918)
H (-2.991091, -1.294123, -0.421537)
H (-3.596522, -1.815316, -1.747240)
O (-3.781412, -1.286944, -0.960307)
H (3.296598, -1.543309, 2.252475)
H (1.930598, -0.894426, 2.485008)
O (2.625558, -0.975532, 1.826398)

Atoms 1-2, force components in eV/Å:
O -0.9 0.6 -1.0
C 0.0 -0.2 2.1

---

3.
Entry from OMol25: one molecule with the formula C12H9NOS (the ωB97M-V functional and the def2-TZVPD basis).

Output
- LUMO energy: 0.30 eV
- Highest occupied orbital energy: -8.714 eV
- SMILES string: O=C1Sc2ccccc2Cn2cccc21
- Total charge: 0
- ΔE to the lowest compared entry with this formula, charge and spin: 0.000 eV

Positions of all 24 atoms, in Å:
O (2.827792, -0.237214, -1.632978)
C (1.649963, -0.492412, -1.275734)
S (0.633532, -1.636878, -2.194900)
C (-0.506633, -2.112152, -1.037474)
C (-0.409262, -3.365898, -0.363224)
C (-1.358393, -3.784873, 0.595986)
C (-2.336798, -2.876597, 0.937055)
C (-2.400899, -1.670006, 0.211562)
C (-1.513479, -1.210789, -0.702719)
C (-1.371136, 0.259541, -0.959630)
N (-0.317718, 0.683141, -0.083330)
C (-0.455487, 1.478802, 1.095068)
C (0.737278, 1.578468, 1.776737)
C (1.629797, 0.861378, 0.890862)
C (0.991768, 0.339065, -0.194461)
H (0.456409, -4.128263, -0.505171)
H (-1.352817, -4.825951, 1.056157)
H (-3.061466, -3.148566, 1.638060)
H (-3.260750, -1.096251, 0.495107)
H (-1.082313, 0.457313, -1.990679)
H (-2.240538, 0.781869, -0.731096)
H (-1.372422, 2.030372, 1.391740)
H (1.057748, 2.186516, 2.657155)
H (2.689635, 0.658297, 1.174515)

Atoms 1-2, force components in eV/Å:
O -3.5 -1.2 1.1
C 2.4 2.2 -0.5

---

4.
Entry from OMol25: a 4-piece molecular cluster, C7H12O overall (the ωB97M-V functional and the def2-TZVPD basis).

Output
- LUMO energy: 0.07 eV
- Highest occupied orbital energy: -8.468 eV
- Total charge: 0
- ΔE to the lowest compared entry with this formula, charge and spin: 13.608 eV

Positions of all 20 atoms, in Å:
C (2.011056, 0.715863, 1.621829)
C (1.083954, -0.352125, 0.757890)
C (-0.580676, 0.476983, -0.998147)
C (-0.550552, 0.691676, -2.560658)
C (-1.275388, -0.716687, -0.379112)
C (-1.574014, -1.169543, 1.246394)
C (-0.421167, -0.237300, 1.071968)
H (2.155174, -0.103496, 2.557090)
H (1.251932, 1.545372, 1.895095)
H (2.927872, 1.110672, 0.992036)
H (1.560665, -1.265442, 0.770347)
H (-0.613386, 1.702000, -0.695232)
H (-1.390693, 2.215717, -3.066095)
H (-1.093912, -0.597002, -3.090986)
H (1.040031, 1.088930, -2.680389)
H (-0.783238, -1.616173, -0.817593)
H (-2.504017, -0.901357, 1.768492)
H (-1.281651, -2.319445, 1.190853)
H (-0.952867, 0.767385, 1.607836)
O (0.940601, 0.239955, -0.624055)

Atoms 1-2, force components in eV/Å:
C -2.0 -2.6 0.3
C -1.9 6.1 -1.2

---

5.
Entry from OMol25: C5H6NO2 as an isolated structure (the ωB97M-V functional and the def2-TZVPD basis).

Output
- LUMO energy: -6.36 eV
- Highest occupied orbital energy: -14.101 eV
- Total charge: +1
- ΔE to the lowest compared entry with this formula, charge and spin: 7.432 eV

Positions of all 14 atoms, in Å:
C (-1.141698, -1.015819, -0.082862)
C (0.329731, -1.036377, -0.182931)
C (1.116112, 0.215923, 0.346603)
C (0.041419, 1.239334, -0.071518)
C (1.527983, -1.610218, -0.393305)
N (-1.987343, 0.040872, 0.121928)
O (-3.152809, 0.090420, 0.119406)
O (-1.263224, 1.141955, 0.534678)
H (-1.698696, -1.761429, -0.528707)
H (2.079734, 0.479775, -0.116580)
H (1.349110, 0.399934, 1.421267)
H (0.388405, 2.224244, 0.140523)
H (-0.165476, 1.171687, -1.118831)
H (2.576752, -1.580302, -0.189671)

Atoms 1-2, force components in eV/Å:
C 0.8 0.2 -0.9
C 1.6 -2.5 0.6

---

6.
Entry from OMol25: C18H16F6S4Y as an isolated structure (the ωB97M-V functional and the def2-TZVPD basis).

Output
- LUMO energy: -4.03 eV
- Highest occupied orbital energy: -11.170 eV
- Total charge: +1

Positions of all 45 atoms, in Å:
Y (0.469042, -0.192558, -0.486265)
C (-1.774106, 0.232008, 2.575258)
C (-2.496946, 1.335363, 1.820881)
S (-2.166021, 1.381651, 0.043225)
C (-1.838047, 3.126586, -0.225938)
C (-0.653350, 3.703108, 0.535435)
S (0.862250, 2.767833, 0.274798)
C (1.503144, 2.468618, 1.934257)
C (0.574630, 1.783448, 2.919734)
S (0.012795, 0.148693, 2.380753)
H (-1.988321, 0.318539, 3.641212)
H (-2.122670, -0.749851, 2.258105)
H (-3.570586, 1.198093, 1.947058)
H (-2.248383, 2.314481, 2.225581)
H (-1.675810, 3.213665, -1.301968)
H (-2.743037, 3.690117, 0.002467)
H (-0.475864, 4.716025, 0.174009)
H (-0.844234, 3.778400, 1.604545)
H (2.389113, 1.860107, 1.747960)
H (1.842317, 3.417781, 2.350855)
H (1.116264, 1.644571, 3.855262)
H (-0.302739, 2.387509, 3.146823)
F (-4.756173, -5.141562, 0.022716)
C (-3.539666, -4.618827, 0.029803)
C (-3.372901, -3.246738, 0.005936)
F (-4.424649, -2.430573, -0.022675)
C (-2.089800, -2.747717, 0.013622)
F (-1.947092, -1.381762, -0.020767)
C (-0.948216, -3.509785, 0.049348)
S (0.667141, -2.799278, 0.111940)
C (-1.150933, -4.883876, 0.069643)
F (-0.112807, -5.710496, 0.104856)
C (-2.421203, -5.435521, 0.060043)
F (-2.576158, -6.750410, 0.081154)
F (6.890325, 0.264123, 0.216845)
C (5.563588, 0.196550, 0.034436)
C (4.896477, 1.326385, -0.393562)
C (3.523556, 1.243085, -0.568046)
C (2.780258, 0.066032, -0.329495)
C (3.545397, -1.052156, 0.074879)
C (4.919805, -0.998811, 0.268174)
H (5.451602, 2.234645, -0.587363)
H (3.032529, 2.143461, -0.919927)
H (3.075064, -2.013030, 0.245973)
H (5.490818, -1.862525, 0.581820)

Atoms 1-2, force components in eV/Å:
Y -0.2 -0.2 1.1
C -0.1 0.0 0.1